(1)
A cluster of 2 separate species, C3H12N2 in total in a non-equilibrium geometry. Source: OMol25; level of theory: ωB97M-V with the def2-TZVPD basis set.

Calculated values
SMILES string = CNC.CN
Calculated total energy = -230.9393 a.u.
Total charge = 0
Maximum force = 2.5 eV Å⁻¹
ΔE to the lowest compared entry with this formula, charge and spin = 136.49 kJ/mol
E_HOMO = -0.308 Ha
Gap between HOMO and LUMO = 9.43 eV

```
17
C3H12N2, DFT ωB97M-V with the def2-TZVPD basis set
C -3.10 -0.34 0.86
N -3.12 0.74 1.86
C -2.22 1.86 1.78
H -2.87 0.25 -0.03
H -2.34 -1.08 1.08
H -4.08 -0.82 0.76
H -3.00 0.45 2.83
H -1.17 1.54 1.98
H -2.26 2.59 2.56
H -2.23 2.38 0.81
C 4.39 -0.57 -2.36
N 3.56 -1.61 -1.76
H 3.93 -0.26 -3.32
H 5.27 -1.02 -2.81
H 4.73 0.34 -1.76
H 2.66 -1.47 -2.25
H 3.79 -2.55 -2.13
```

natural (NBO) charges, unit e, in atom order: atom 1 (C): -0.406, atom 2 (N): -0.636, atom 3 (C): -0.413, atom 4 (H): 0.195, atom 5 (H): 0.173, atom 6 (H): 0.198, atom 7 (H): 0.348, atom 8 (H): 0.149, atom 9 (H): 0.204, atom 10 (H): 0.189, atom 11 (C): -0.427, atom 12 (N): -0.826, atom 13 (H): 0.174, atom 14 (H): 0.188, atom 15 (H): 0.195, atom 16 (H): 0.345, atom 17 (H): 0.352

***

(2)
The molecule C17H21N5O3S2 in a non-equilibrium geometry. Source: OMol25; level of theory: ωB97M-V with the def2-TZVPD basis set.

Calculated values
SMILES string = Cc1cccc(NC(=O)CSc2nnc(NC(=O)CN3CCOCC3)s2)c1
Calculated total energy = -1955.6840 a.u.
Total charge = 0
Maximum force = 17.9 eV Å⁻¹
E_HOMO = -0.286 Ha
Gap between HOMO and LUMO = 8.24 eV

```
48
C17H21N5O3S2, DFT ωB97M-V with the def2-TZVPD basis set
C -5.22 -1.46 -2.99
C -5.11 -0.78 -1.74
C -5.43 -1.39 -0.37
C -5.29 -0.80 0.75
C -4.63 0.56 0.70
C -4.18 1.01 -0.36
N -3.46 1.97 -0.18
C -2.69 2.83 -1.15
O -2.64 2.90 -2.28
C -2.20 4.10 -0.45
S -1.74 4.23 1.41
C -0.62 2.74 1.40
N -0.52 1.99 2.26
N 0.46 0.98 2.29
C 0.97 1.01 0.90
N 1.87 -0.09 0.69
C 2.30 -0.03 -0.70
O 1.98 0.79 -1.39
C 3.38 -1.10 -1.23
N 3.93 -1.37 0.26
C 5.03 -0.21 0.75
C 5.49 -0.90 1.98
O 6.18 -2.06 2.18
C 5.14 -2.98 1.71
C 4.69 -2.64 0.15
S 0.35 2.19 -0.07
C -4.45 0.34 -1.66
H -4.55 -0.97 -3.78
H -5.13 -2.43 -2.94
H -6.25 -1.06 -3.39
H -5.98 -2.37 -0.79
H -5.69 -1.35 1.46
H -4.58 0.86 1.77
H -3.39 2.62 0.89
H -1.22 4.48 -1.15
H -2.82 4.99 -0.40
H 2.25 -0.77 1.44
H 4.11 -0.85 -1.66
H 2.71 -1.82 -1.17
H 4.46 0.51 0.99
H 5.84 -0.39 -0.03
H 6.25 -0.26 2.33
H 4.75 -0.68 2.64
H 5.69 -4.05 1.55
H 4.40 -3.00 2.39
H 3.83 -3.46 -0.02
H 5.50 -2.61 -0.46
H -3.77 0.79 -2.52
```

natural (NBO) charges, unit e, in atom order: atom 1 (C): -0.611, atom 2 (C): -0.021, atom 3 (C): -0.206, atom 4 (C): -0.212, atom 5 (C): -0.254, atom 6 (C): 0.101, atom 7 (N): -0.612, atom 8 (C): 0.687, atom 9 (O): -0.523, atom 10 (C): -0.628, atom 11 (S): 0.217, atom 12 (C): -0.025, atom 13 (N): -0.293, atom 14 (N): -0.316, atom 15 (C): 0.110, atom 16 (N): -0.679, atom 17 (C): 0.721, atom 18 (O): -0.548, atom 19 (C): -0.298, atom 20 (N): -0.475, atom 21 (C): -0.227, atom 22 (C): -0.117, atom 23 (O): -0.488, atom 24 (C): -0.076, atom 25 (C): -0.250, atom 26 (S): 0.415, atom 27 (C): -0.220, atom 28 (H): 0.222, atom 29 (H): 0.208, atom 30 (H): 0.222, atom 31 (H): 0.191, atom 32 (H): 0.213, atom 33 (H): 0.214, atom 34 (H): 0.427, atom 35 (H): 0.250, atom 36 (H): 0.252, atom 37 (H): 0.493, atom 38 (H): 0.186, atom 39 (H): 0.232, atom 40 (H): 0.206, atom 41 (H): 0.195, atom 42 (H): 0.197, atom 43 (H): 0.161, atom 44 (H): 0.183, atom 45 (H): 0.175, atom 46 (H): 0.207, atom 47 (H): 0.177, atom 48 (H): 0.218

***

(3)
A cluster of 2 separate species, C5H14 in total in a non-equilibrium geometry. Source: OMol25; level of theory: ωB97M-V with the def2-TZVPD basis set.

Calculated values
Calculated total energy = -198.7893 a.u.
Total charge = -1
Maximum force = 4.3 eV Å⁻¹
ΔE to the lowest compared entry with this formula, charge and spin = 113.40 kJ/mol
E_HOMO (alpha / beta) = 0.057 / -0.256 Ha
Multiplicity = 2
Gap between HOMO and LUMO (alpha / beta) = 2.65 / 11.20 eV

```
19
C5H14, DFT ωB97M-V with the def2-TZVPD basis set
C 0.94 1.29 -0.84
C 1.76 2.61 -0.61
C -0.36 1.33 0.11
H 1.38 0.39 -0.37
H 0.47 1.31 -1.84
H 1.45 3.35 0.14
H 2.71 2.22 -0.32
H -1.14 0.73 -0.38
H 1.87 3.03 -1.62
H -0.91 2.28 0.25
H -0.01 0.91 1.05
C -1.24 -3.14 0.17
C -1.00 -1.90 1.04
H -1.00 -4.05 0.74
H -2.22 -3.27 -0.26
H -0.49 -3.17 -0.64
H -1.32 -0.97 0.59
H -1.51 -1.88 2.01
H 0.05 -1.92 1.38
```

natural (NBO) charges, unit e, in atom order: atom 1 (C): -0.648, atom 2 (C): -0.684, atom 3 (C): -0.738, atom 4 (H): 0.200, atom 5 (H): 0.191, atom 6 (H): 0.198, atom 7 (H): 0.195, atom 8 (H): 0.185, atom 9 (H): 0.192, atom 10 (H): 0.182, atom 11 (H): 0.189, atom 12 (C): -0.776, atom 13 (C): -0.824, atom 14 (H): 0.179, atom 15 (H): 0.191, atom 16 (H): 0.194, atom 17 (H): 0.211, atom 18 (H): 0.180, atom 19 (H): 0.185

***

(4)
The ion CH5N2S with charge +1 in a non-equilibrium geometry. Source: OMol25; level of theory: ωB97M-V with the def2-TZVPD basis set.

Calculated values
Calculated total energy = -548.3439 a.u.
Total charge = +1
Maximum force = 4.5 eV Å⁻¹
ΔE to the lowest compared entry with this formula, charge and spin = 249.23 kJ/mol
E_HOMO (alpha / beta) = -0.408 / -0.586 Ha
Multiplicity = 3
Gap between HOMO and LUMO (alpha / beta) = 7.46 / 9.07 eV

```
9
CH5N2S, DFT ωB97M-V with the def2-TZVPD basis set
C 0.36 0.23 -0.56
N 1.06 0.82 0.44
N -0.92 -0.68 0.16
S 1.86 -0.58 -0.27
H -0.10 0.86 -1.24
H 1.26 1.74 0.64
H -0.90 -0.20 1.07
H -0.77 -1.65 0.09
H -1.87 -0.54 -0.33
```

natural (NBO) charges, unit e, in atom order: atom 1 (C): -0.104, atom 2 (N): -0.710, atom 3 (N): -0.778, atom 4 (S): 0.607, atom 5 (H): 0.230, atom 6 (H): 0.423, atom 7 (H): 0.452, atom 8 (H): 0.437, atom 9 (H): 0.444

***

(5)
A cluster of 2 separate species, C3H5BrO2 in total in a non-equilibrium geometry. Source: OMol25; level of theory: ωB97M-V with the def2-TZVPD basis set.

Calculated values
Calculated total energy = -2841.5962 a.u.
Total charge = 0
Maximum force = 5.5 eV Å⁻¹
ΔE to the lowest compared entry with this formula, charge and spin = 28.92 kJ/mol
E_HOMO (alpha / beta) = -0.236 / -0.389 Ha
Multiplicity = 3
Gap between HOMO and LUMO (alpha / beta) = 7.05 / 7.26 eV

```
11
C3H5BrO2, DFT ωB97M-V with the def2-TZVPD basis set
C 0.75 -0.44 0.00
C 1.55 0.73 0.20
C -0.81 -0.52 -0.14
O 1.38 -0.05 1.28
O 1.52 1.99 0.04
Br 4.09 0.38 -0.99
H 1.12 -1.42 -0.42
H -1.22 0.52 -0.25
H -1.29 -1.05 0.73
H -1.17 -0.70 -1.20
H 1.95 2.47 0.83
```

natural (NBO) charges, unit e, in atom order: atom 1 (C): 0.019, atom 2 (C): 0.420, atom 3 (C): -0.683, atom 4 (O): -0.480, atom 5 (O): -0.651, atom 6 (Br): -0.016, atom 7 (H): 0.187, atom 8 (H): 0.217, atom 9 (H): 0.239, atom 10 (H): 0.239, atom 11 (H): 0.510

***

(6)
A structure of composition C24H42Cl2N6O8Pb in a non-equilibrium geometry. Source: OMol25; level of theory: ωB97M-V with the def2-TZVPD basis set.

Calculated values
Calculated total energy = -2982.7633 a.u.
Total charge = 0
Maximum force = 4.7 eV Å⁻¹
ΔE to the lowest compared entry with this formula, charge and spin = 310.14 kJ/mol
E_HOMO = -0.298 Ha
Gap between HOMO and LUMO = 8.46 eV

```
83
C24H42Cl2N6O8Pb, DFT ωB97M-V with the def2-TZVPD basis set
Pb -0.09 0.30 -0.05
Cl -1.85 3.38 -1.79
O -2.16 2.19 -1.04
O -2.83 3.58 -2.76
O -1.83 4.53 -0.90
O -0.52 3.31 -2.34
Cl 0.49 1.95 3.09
O 1.42 2.90 3.71
O 1.19 0.80 2.59
O -0.59 1.51 3.89
O -0.05 2.59 1.90
C 2.53 5.53 0.19
C 3.90 4.93 0.62
C 3.73 3.51 1.16
C 2.85 2.75 0.31
N 2.09 2.11 -0.25
H 1.92 5.54 1.09
H 1.98 4.84 -0.45
H 2.56 6.59 -0.06
H 4.36 5.49 1.43
H 4.55 4.95 -0.25
H 3.40 3.61 2.20
H 4.71 3.06 1.31
C 6.51 -0.18 -3.04
C 5.12 -0.71 -2.54
C 4.80 -0.28 -1.08
C 3.42 -0.59 -0.71
N 2.40 -0.85 -0.30
H 6.80 -0.78 -3.90
H 7.30 -0.40 -2.31
H 6.19 0.84 -3.21
H 5.18 -1.79 -2.69
H 4.32 -0.46 -3.25
H 5.21 0.72 -0.91
H 5.41 -0.69 -0.28
C 1.90 -3.80 4.44
C 1.39 -2.30 4.59
C -0.02 -2.03 3.88
C -0.01 -1.98 2.43
N 0.06 -1.95 1.25
H 2.33 -3.88 3.45
H 1.08 -4.49 4.65
H 2.76 -4.02 5.07
H 2.10 -1.62 4.13
H 1.46 -2.01 5.64
H -0.39 -1.14 4.38
H -0.79 -2.78 4.08
C -4.47 -2.14 -3.40
C -4.83 -1.30 -2.11
C -4.25 -1.93 -0.87
C -2.73 -1.90 -1.03
N -1.59 -1.72 -1.06
H -4.46 -3.21 -3.20
H -3.44 -2.00 -3.72
H -5.07 -1.82 -4.25
H -5.91 -1.33 -1.94
H -4.65 -0.24 -2.29
H -4.53 -2.97 -0.70
H -4.57 -1.41 0.03
C 0.76 -3.87 -3.41
C -0.33 -3.15 -4.26
C 0.03 -1.64 -4.69
C 0.18 -0.82 -3.51
N 0.29 -0.08 -2.61
H 1.27 -4.70 -3.89
H 0.30 -4.29 -2.51
H 1.47 -3.16 -2.97
H -1.28 -3.08 -3.73
H -0.52 -3.76 -5.14
H -0.74 -1.19 -5.31
H 0.93 -1.57 -5.30
C -5.95 -0.01 3.05
C -5.47 1.36 2.91
C -3.96 1.61 3.08
C -3.09 0.86 2.16
N -2.37 0.23 1.45
H -5.62 -0.63 2.22
H -7.04 -0.04 2.99
H -5.61 -0.44 3.99
H -6.07 1.86 3.66
H -5.65 1.74 1.90
H -3.68 1.28 4.08
H -3.67 2.65 2.97
```

Löwdin charges, unit e, in atom order: atom 1 (Pb): 1.358, atom 2 (Cl): 0.584, atom 3 (O): -0.484, atom 4 (O): -0.333, atom 5 (O): -0.370, atom 6 (O): -0.386, atom 7 (Cl): 0.628, atom 8 (O): -0.336, atom 9 (O): -0.446, atom 10 (O): -0.339, atom 11 (O): -0.433, atom 12 (C): -0.082, atom 13 (C): -0.243, atom 14 (C): -0.170, atom 15 (C): -0.200, atom 16 (N): 0.153, atom 17 (H): 0.078, atom 18 (H): 0.068, atom 19 (H): 0.075, atom 20 (H): 0.106, atom 21 (H): 0.101, atom 22 (H): 0.115, atom 23 (H): 0.117, atom 24 (C): -0.094, atom 25 (C): -0.245, atom 26 (C): -0.161, atom 27 (C): -0.202, atom 28 (N): 0.121, atom 29 (H): 0.069, atom 30 (H): 0.073, atom 31 (H): 0.077, atom 32 (H): 0.098, atom 33 (H): 0.106, atom 34 (H): 0.115, atom 35 (H): 0.124, atom 36 (C): -0.095, atom 37 (C): -0.191, atom 38 (C): -0.154, atom 39 (C): -0.183, atom 40 (N): 0.055, atom 41 (H): 0.063, atom 42 (H): 0.065, atom 43 (H): 0.061, atom 44 (H): 0.096, atom 45 (H): 0.099, atom 46 (H): 0.106, atom 47 (H): 0.115, atom 48 (C): -0.083, atom 49 (C): -0.233, atom 50 (C): -0.159, atom 51 (C): -0.145, atom 52 (N): 0.088, atom 53 (H): 0.072, atom 54 (H): 0.043, atom 55 (H): 0.073, atom 56 (H): 0.104, atom 57 (H): 0.120, atom 58 (H): 0.118, atom 59 (H): 0.096, atom 60 (C): -0.091, atom 61 (C): -0.205, atom 62 (C): -0.147, atom 63 (C): -0.182, atom 64 (N): 0.095, atom 65 (H): 0.067, atom 66 (H): 0.067, atom 67 (H): 0.059, atom 68 (H): 0.070, atom 69 (H): 0.099, atom 70 (H): 0.121, atom 71 (H): 0.120, atom 72 (C): -0.131, atom 73 (C): -0.275, atom 74 (C): -0.145, atom 75 (C): -0.133, atom 76 (N): 0.113, atom 77 (H): 0.060, atom 78 (H): 0.083, atom 79 (H): 0.087, atom 80 (H): 0.117, atom 81 (H): 0.120, atom 82 (H): 0.123, atom 83 (H): 0.137

***

(7)
The molecule C4H6N2O2 in a non-equilibrium geometry. Source: OMol25; level of theory: ωB97M-V with the def2-TZVPD basis set.

Calculated values
SMILES string = O=C(O)[C@H]1C=NCN1
Calculated total energy = -415.9756 a.u.
Total charge = 0
Maximum force = 5.2 eV Å⁻¹
ΔE to the lowest compared entry with this formula, charge and spin = 170.63 kJ/mol
E_HOMO = -0.350 Ha
Gap between HOMO and LUMO = 10.12 eV

```
14
C4H6N2O2, DFT ωB97M-V with the def2-TZVPD basis set
O -2.73 -0.50 0.15
C -1.75 0.18 0.06
O -1.79 1.34 -0.65
C -0.24 -0.18 0.82
C 0.25 -1.45 0.11
N 1.22 -1.19 -0.64
C 1.41 0.22 -0.72
N 0.66 0.83 0.40
H -0.86 1.66 -0.56
H -0.63 -0.49 1.87
H -0.23 -2.47 0.20
H 2.42 0.42 -0.59
H 1.07 0.49 -1.65
H 1.20 1.15 1.20
```

natural (NBO) charges, unit e, in atom order: atom 1 (O): -0.581, atom 2 (C): 0.766, atom 3 (O): -0.675, atom 4 (C): -0.227, atom 5 (C): 0.098, atom 6 (N): -0.390, atom 7 (C): -0.086, atom 8 (N): -0.669, atom 9 (H): 0.498, atom 10 (H): 0.262, atom 11 (H): 0.220, atom 12 (H): 0.197, atom 13 (H): 0.193, atom 14 (H): 0.394

***

(8)
A structure of composition C34H31BrGeIN4O2Re in a non-equilibrium geometry. Source: OMol25; level of theory: ωB97M-V with the def2-TZVPD basis set.

Calculated values
Calculated total energy = -6710.5503 a.u.
Total charge = -1
Maximum force = 6.2 eV Å⁻¹
ΔE to the lowest compared entry with this formula, charge and spin = 309.33 kJ/mol
E_HOMO (alpha / beta) = -0.114 / -0.112 Ha
Multiplicity = 2
Gap between HOMO and LUMO (alpha / beta) = 5.14 / 5.09 eV

```
75
C34H31BrGeIN4O2Re, DFT ωB97M-V with the def2-TZVPD basis set
Re -0.47 0.87 -0.02
C -2.75 -0.44 0.96
C -2.70 0.77 0.17
C -2.59 0.33 -1.21
C -2.49 -1.06 -1.21
C -2.60 -1.53 0.12
H -2.93 -0.47 2.02
H -3.24 1.68 0.46
H -2.73 0.96 -2.08
H -2.36 -1.69 -2.08
H -2.56 -2.56 0.42
C 0.22 2.20 1.13
Ge 1.76 3.37 1.23
C 1.54 4.99 2.37
C 1.83 6.24 1.84
C 1.66 7.39 2.59
C 1.20 7.31 3.89
C 0.91 6.08 4.44
C 1.07 4.93 3.68
C 3.21 2.18 1.89
C 3.07 1.65 3.16
C 3.96 0.70 3.65
C 5.02 0.28 2.86
C 5.16 0.80 1.59
C 4.26 1.73 1.10
C 1.96 3.95 -0.66
C 3.13 4.05 -1.41
C 3.09 4.26 -2.78
C 1.87 4.44 -3.41
C 0.70 4.39 -2.68
C 0.75 4.13 -1.32
H 2.17 6.29 0.82
H 1.91 8.35 2.16
H 1.05 8.22 4.47
H 0.56 6.01 5.46
H 0.82 3.96 4.11
H 2.24 1.96 3.78
H 3.83 0.29 4.63
H 5.72 -0.45 3.24
H 5.98 0.47 0.96
H 4.36 2.08 0.08
H 4.10 3.95 -0.93
H 4.01 4.28 -3.35
H 1.83 4.60 -4.48
H -0.25 4.54 -3.16
H -0.16 4.03 -0.75
Br -1.44 -5.79 -1.20
C 0.30 -6.25 -1.82
C 0.47 -7.46 -2.46
C 1.72 -7.83 -2.92
C 2.80 -6.98 -2.71
C 2.62 -5.77 -2.07
C 1.36 -5.37 -1.62
I 1.11 -3.53 -0.61
H -0.37 -8.12 -2.59
H 1.85 -8.77 -3.43
H 3.78 -7.26 -3.06
H 3.46 -5.11 -1.90
C 0.30 -0.76 3.09
C 0.92 -1.57 1.95
O 1.70 -2.48 2.21
O 0.56 -1.28 0.76
H 1.01 -0.69 3.92
H -0.58 -1.30 3.42
H 0.02 0.23 2.73
N 3.94 -1.14 -1.99
C 3.82 -0.09 -2.88
N 4.87 0.11 -3.76
N 2.79 0.71 -2.93
C 1.83 0.76 -2.10
N 0.89 0.91 -1.40
H 4.87 -1.38 -1.70
H 3.25 -1.15 -1.25
H 5.28 -0.74 -4.11
H 4.62 0.76 -4.50
```

Löwdin charges, unit e, in atom order: atom 1 (Re): 1.161, atom 2 (C): -0.169, atom 3 (C): -0.361, atom 4 (C): -0.278, atom 5 (C): -0.160, atom 6 (C): -0.162, atom 7 (H): 0.089, atom 8 (H): 0.090, atom 9 (H): 0.079, atom 10 (H): 0.089, atom 11 (H): 0.085, atom 12 (C): -0.379, atom 13 (Ge): 0.891, atom 14 (C): -0.263, atom 15 (C): -0.119, atom 16 (C): -0.103, atom 17 (C): -0.110, atom 18 (C): -0.102, atom 19 (C): -0.114, atom 20 (C): -0.262, atom 21 (C): -0.118, atom 22 (C): -0.088, atom 23 (C): -0.096, atom 24 (C): -0.106, atom 25 (C): -0.116, atom 26 (C): -0.292, atom 27 (C): -0.129, atom 28 (C): -0.117, atom 29 (C): -0.107, atom 30 (C): -0.090, atom 31 (C): -0.150, atom 32 (H): 0.089, atom 33 (H): 0.095, atom 34 (H): 0.094, atom 35 (H): 0.096, atom 36 (H): 0.092, atom 37 (H): 0.090, atom 38 (H): 0.102, atom 39 (H): 0.097, atom 40 (H): 0.091, atom 41 (H): 0.071, atom 42 (H): 0.087, atom 43 (H): 0.092, atom 44 (H): 0.093, atom 45 (H): 0.099, atom 46 (H): 0.074, atom 47 (Br): 0.678, atom 48 (C): -0.740, atom 49 (C): -0.155, atom 50 (C): -0.108, atom 51 (C): -0.109, atom 52 (C): -0.166, atom 53 (C): -0.719, atom 54 (I): 1.180, atom 55 (H): 0.090, atom 56 (H): 0.095, atom 57 (H): 0.094, atom 58 (H): 0.083, atom 59 (C): -0.031, atom 60 (C): -0.791, atom 61 (O): -0.100, atom 62 (O): -0.367, atom 63 (H): 0.058, atom 64 (H): 0.071, atom 65 (H): 0.013, atom 66 (N): 0.184, atom 67 (C): -0.449, atom 68 (N): 0.137, atom 69 (N): 0.126, atom 70 (C): -0.266, atom 71 (N): -0.030, atom 72 (H): 0.105, atom 73 (H): 0.068, atom 74 (H): 0.098, atom 75 (H): 0.096